# 1
18
Properties=species:S:1:pos:R:3:forces:R:3 method="wB97M-V/def2-TZVPD" orbital_gap_ev=8.51 charge=0 e_homo_ev=-7.731 smiles="C=CC(N)=C(C)C" de_lowest_kj_mol=190.0 largest_force_ev_per_a=3.06
C 0.6609 1.3938 1.6351 -0.7 0.1 -0.5
N -1.8303 0.2373 0.4088 0.6 0.8 1.2
C -0.5054 -0.1603 0.0100 -1.0 1.1 0.3
C 0.5978 0.5395 0.3996 0.3 -2.4 -1.1
C 1.8945 0.1637 -0.3586 0.2 1.5 1.8
C -1.4942 -1.9518 -1.4500 0.2 1.4 1.4
C -0.4636 -1.3459 -0.8273 0.2 0.0 -3.1
H -0.3407 1.8016 1.7589 0.2 0.7 0.3
H 1.4177 2.1759 1.5714 -0.2 0.1 0.0
H 0.8099 0.8440 2.5755 0.3 -0.3 -0.4
H -2.4698 0.5155 -0.3229 0.2 -0.7 -0.7
H -1.6912 1.1373 0.8656 -0.4 -0.4 0.3
H 2.5710 0.9797 -0.0675 0.3 -0.3 -0.2
H 2.3112 -0.7515 0.0487 0.2 -0.3 -0.3
H 1.8798 0.2024 -1.4461 -0.4 -0.3 0.1
H -1.3302 -2.7014 -2.2059 -0.2 -0.1 0.0
H -2.4627 -1.5327 -1.2065 -0.5 -0.8 -0.2
H 0.4452 -1.5470 -1.3888 0.6 -0.2 1.0



# 2
11
Properties=species:S:1:pos:R:3:forces:R:3 method="wB97M-V/def2-TZVPD" orbital_gap_ev="8.60 / 8.60" charge=0 e_homo_ev="-8.700 / -8.698" de_lowest_kj_mol=219.7 largest_force_ev_per_a=3.97
N -0.9272 -1.2014 0.7485 0.7 2.2 3.3
N -1.0173 0.1563 -1.3466 -2.2 2.4 1.6
N 2.0569 0.1967 0.0432 -3.3 0.2 -0.7
O -0.8422 1.5435 0.9485 -0.4 0.1 0.3
F 2.3218 0.3574 1.4226 0.1 0.5 -0.2
P -0.5206 0.3424 0.2005 2.4 -2.0 0.2
H -0.6318 -1.8758 0.0909 0.3 -1.1 -0.5
H -0.5968 -1.3673 1.7518 -0.5 0.0 -2.1
H -1.5982 0.9650 -1.6484 1.1 -1.1 -0.5
H -0.3089 -0.2762 -1.8332 1.4 -0.6 -2.4
H 2.0644 1.1593 -0.3777 0.3 -0.5 1.0



# 3
92
Properties=species:S:1:pos:R:3:forces:R:3 method="wB97M-V/def2-TZVPD" multiplicity=2 orbital_gap_ev="4.03 / 4.06" charge=-1 e_homo_ev="-2.446 / -2.477" de_lowest_kj_mol=568.6 largest_force_ev_per_a=1.35
Co 0.6146 -0.8227 0.7576 1.1 -0.8 0.3
O 1.1612 -0.9347 -4.3930 0.1 -0.1 -0.2
C 0.8847 0.2303 -4.9746 0.1 0.0 -0.1
C 1.3170 0.4099 -6.2958 0.0 -0.1 0.1
C 1.1042 1.6044 -6.9425 0.0 0.1 0.0
C 0.4613 2.6641 -6.2984 0.0 -0.1 0.0
C 0.0149 2.4832 -5.0067 0.0 0.1 0.0
C 0.1932 1.2720 -4.3355 -0.2 -0.1 0.3
C -0.3458 1.0182 -2.9726 0.2 0.1 0.0
O -0.0659 0.0226 -2.3361 0.0 0.0 0.0
N -1.2120 1.9865 -2.4673 0.0 0.1 -0.1
N -0.8028 1.6530 -0.1358 0.0 0.1 0.3
C -0.3816 2.8362 0.5325 0.3 -0.1 -0.1
C 0.1886 2.8496 1.8278 -0.1 -0.1 -0.1
C 0.0750 4.0309 2.5927 0.0 0.0 0.1
C 0.4869 4.1006 3.9086 0.0 0.0 -0.1
C 1.0363 2.9606 4.5057 0.0 -0.1 -0.1
C 1.2277 1.8037 3.7690 0.0 0.2 0.1
C 0.8948 1.7177 2.3966 0.0 0.0 -0.3
O 1.2928 0.7339 1.6784 0.0 0.4 0.3
H 0.8441 -0.9074 -3.4649 -0.1 0.1 0.2
H 1.8316 -0.4126 -6.7747 0.0 0.0 0.0
H 1.4511 1.7248 -7.9618 0.0 0.0 0.0
H 0.3218 3.6128 -6.7984 0.0 0.0 0.0
H -0.4538 3.3115 -4.4893 0.0 0.0 0.0
H -0.6431 3.7618 0.0318 -0.1 0.0 0.1
H -0.3813 4.9000 2.1249 0.0 0.0 0.0
H 0.3735 5.0193 4.4712 0.0 0.0 0.0
H 1.3324 2.9884 5.5488 0.0 0.0 0.0
H 1.7091 0.9398 4.2138 0.0 0.0 0.0
C -4.5457 2.6428 0.7655 0.0 -0.2 -0.2
N -3.2369 2.1254 0.4026 -0.1 0.3 0.1
C -2.5984 1.1372 1.0996 -0.1 -0.2 -0.1
N -1.4416 0.6997 0.7831 0.0 0.3 -0.1
C -1.7012 1.9435 -1.1664 0.0 -0.1 -0.2
N -2.9236 2.2395 -0.9472 -0.2 -0.2 0.1
C -5.6960 1.7985 0.2496 0.0 0.0 0.0
C -6.5811 2.2646 -0.7112 0.0 0.0 0.0
C -7.5922 1.4431 -1.2003 0.0 0.0 0.0
C -7.7117 0.1348 -0.7611 -0.1 0.1 -0.1
C -6.8234 -0.3404 0.1955 0.0 -0.3 0.1
C -5.8459 0.4968 0.7093 0.1 0.1 0.1
C -6.8380 -1.7494 0.6129 0.0 0.5 -0.1
N -7.5546 -2.7312 0.2036 0.0 -0.4 0.1
N -7.0524 -3.8736 0.8472 -0.3 0.2 -0.2
C -6.0828 -3.4681 1.5828 0.3 -0.2 0.3
O -5.8960 -2.1345 1.4996 0.2 0.2 0.1
C -5.1285 -4.2249 2.4034 -0.2 0.1 -0.1
C -5.0708 -5.6085 2.3166 0.0 -0.2 0.0
C -4.0940 -6.2920 3.0227 0.0 0.0 0.0
C -3.1806 -5.6023 3.8087 0.0 0.0 0.0
C -3.2508 -4.2198 3.9221 0.0 0.0 0.0
C -2.2731 -3.4564 4.7789 0.1 0.0 -0.1
N -1.2344 -2.7939 3.9997 0.0 -0.1 0.2
C -1.3221 -2.0693 2.8742 -0.1 -0.1 -0.1
N -0.1429 -1.5931 2.5620 0.1 0.3 -0.3
C 0.6631 -2.0565 3.5476 0.0 0.1 0.1
N 0.0442 -2.7822 4.4543 -0.1 0.0 -0.2
C -4.2392 -3.5417 3.2211 0.1 0.1 0.1
H -4.6119 3.6499 0.3596 0.0 0.1 0.0
H -4.5754 2.7206 1.8520 0.0 0.0 0.0
H -3.1401 0.6586 1.9113 0.0 0.1 0.0
H -1.8376 2.4104 -3.1355 0.0 0.1 0.0
H -6.4726 3.2735 -1.0924 0.0 0.0 0.0
H -8.2790 1.8218 -1.9464 0.0 0.0 0.0
H -8.4714 -0.5256 -1.1595 0.0 0.0 0.0
H -5.1801 0.1145 1.4707 0.0 0.0 -0.1
H -5.7729 -6.1312 1.6796 0.0 0.0 0.0
H -4.0279 -7.3692 2.9432 0.0 0.0 0.0
H -2.4027 -6.1437 4.3344 0.0 0.0 0.0
H -1.7467 -4.1248 5.4535 0.0 0.0 0.0
H -2.7991 -2.7148 5.3824 0.0 0.0 0.0
H -2.2212 -1.9425 2.2929 0.1 0.0 0.0
H 1.7210 -1.8538 3.5779 0.0 0.0 0.0
H -4.3138 -2.4634 3.3031 0.0 0.0 0.0
Br 0.3678 -5.7309 -0.3578 0.1 0.0 0.0
C 1.6582 -4.4174 -0.8339 -0.1 -0.1 0.0
C 2.8158 -4.8026 -1.5064 0.1 0.2 0.0
C 3.7542 -3.8608 -1.8596 0.0 -0.2 0.0
Br 5.3190 -4.4502 -2.7838 0.0 0.0 0.0
C 3.5932 -2.4919 -1.5432 0.2 0.3 -0.1
C 4.4936 -1.4368 -1.8648 -0.4 0.3 0.3
C 4.1783 -0.1462 -1.4643 0.5 -0.7 -0.4
C 3.0223 0.1189 -0.7451 -0.9 -0.7 0.5
N 2.1545 -0.8569 -0.4099 -0.1 0.1 -0.1
C 2.4245 -2.1433 -0.8358 0.2 0.8 -0.1
C 1.4070 -3.0855 -0.4927 -1.0 0.2 0.5
O 0.3520 -2.6451 0.1068 0.4 -0.4 -0.4
H 2.9740 -5.8444 -1.7478 0.0 0.0 0.0
H 5.3979 -1.6486 -2.4169 0.0 0.0 0.0
H 4.8375 0.6781 -1.7105 0.0 0.0 0.0
H 2.7784 1.1124 -0.3927 -0.1 -0.1 0.0



# 4
22
Properties=species:S:1:pos:R:3:forces:R:3 method="wB97M-V/def2-TZVPD" orbital_gap_ev=6.53 charge=+1 e_homo_ev=-13.476 de_lowest_kj_mol=864.4 largest_force_ev_per_a=5.06
N 1.6309 -1.1842 -0.2002 -0.5 0.8 -0.9
C 0.2718 -0.6949 -0.5080 -1.2 -0.6 1.8
C 0.4181 0.4533 -1.4378 2.4 -1.5 -0.3
C -0.4867 -0.2393 0.8091 0.6 -0.2 0.3
N -1.5588 0.7529 0.6234 -0.8 -1.7 -2.0
C -2.9440 -0.0340 0.5348 -2.3 -0.4 4.5
H -0.2547 -1.5756 -0.8853 -0.3 0.5 -0.8
H 2.2603 -0.3833 -0.2524 0.4 -0.4 0.6
H 1.5911 -1.5294 0.7534 0.4 0.2 0.1
H -1.2995 1.0041 -2.0119 0.4 -0.4 -0.4
H 0.8852 1.3639 -1.0636 -0.3 0.2 0.2
H -0.6773 0.9589 -1.5301 -0.9 0.9 0.6
H 0.8592 0.1393 -2.3681 -0.5 0.3 -0.8
H -0.8756 -1.1364 1.3009 0.2 -0.1 0.0
H 0.3097 0.1652 1.4371 -0.3 0.3 0.2
H -1.9255 0.3215 -0.2555 1.9 1.7 -2.4
H -2.9735 -0.4885 1.5218 -0.6 -0.3 0.0
H -3.7555 0.6892 0.5150 0.3 0.2 -0.2
H -3.2038 -0.8446 -0.1602 0.9 0.2 -0.5
H 3.7258 1.4116 1.4228 -0.2 0.1 -0.1
H 4.4078 0.1691 0.9481 -0.3 0.0 -0.3
O 3.5950 0.6812 0.8065 0.6 0.0 0.4



# 5
21
Properties=species:S:1:pos:R:3:forces:R:3 method="wB97M-V/def2-TZVPD" orbital_gap_ev=6.65 charge=-1 e_homo_ev=-2.675 de_lowest_kj_mol=124.7 largest_force_ev_per_a=2.50
C 0.4340 -1.3594 0.3906 2.0 -1.5 0.1
N 1.5439 -0.5328 -0.1367 -0.1 -0.9 0.3
C 2.8716 -1.1569 -0.1540 -1.1 -0.4 1.7
C 1.1981 -0.0163 -1.4206 -0.9 1.2 -1.0
H 0.5806 -1.5173 1.4685 0.2 -0.1 -0.1
H 0.4082 -2.4008 -0.1008 -0.1 1.1 0.4
H -0.4879 -0.8341 0.2450 -0.8 0.2 -0.6
H 3.6182 -0.3566 -0.2441 0.0 -0.4 -0.2
H 2.9915 -1.6833 0.8418 0.2 0.6 -0.9
H 2.9895 -1.9511 -0.9161 0.0 0.3 -0.2
H 1.9196 0.7576 -1.7042 0.1 0.0 -0.1
H 0.1708 0.4517 -1.3839 0.8 -0.5 0.1
H 1.1723 -0.7515 -2.2563 0.1 -0.2 0.3
C -1.5317 1.2311 0.5692 -0.6 -1.3 -1.2
O -1.6231 0.3726 -0.5250 -0.1 0.9 1.1
C -2.8999 1.5042 1.2083 -0.5 -0.9 -0.9
H -1.1669 2.2104 0.2930 0.5 1.0 -0.3
H -0.8058 0.8984 1.3594 -0.3 -0.1 0.0
H -2.7565 2.2304 1.9875 -0.3 0.5 0.7
H -3.3301 0.5385 1.6128 0.2 1.1 -0.4
H -3.5576 1.9403 0.3934 0.5 -0.6 1.0



# 6
76
Properties=species:S:1:pos:R:3:forces:R:3 method="wB97M-V/def2-TZVPD" orbital_gap_ev=9.20 charge=0 e_homo_ev=-10.319 de_lowest_kj_mol=0.0 largest_force_ev_per_a=7.78
C -0.8753 2.5013 4.6175 -2.8 -2.7 -1.0
C -0.7543 1.4793 3.3855 0.6 2.7 1.3
C 0.4327 0.5823 3.4565 1.7 1.8 -0.5
C 0.6647 -0.3507 2.1785 -2.1 1.1 4.4
N 1.9217 -1.1477 2.1775 -4.0 -4.6 2.4
C 2.3057 -1.8117 3.4835 -0.3 -1.7 4.9
C 3.2447 -0.8197 4.2655 -0.2 0.7 0.2
C 3.8037 0.1063 3.1515 -0.5 1.9 1.3
C 3.0777 -0.4157 1.8615 1.9 4.4 -0.9
C 1.6297 -2.3337 1.2005 -1.1 -0.5 -1.7
C 1.2047 -1.7857 -0.1985 2.3 -0.6 -1.8
C 0.8847 -2.9517 -1.1945 -1.0 1.9 1.0
H -1.7393 3.1483 4.6015 -0.3 0.5 -1.2
H -0.0643 3.1073 4.7185 2.5 1.5 0.3
H -1.1763 2.0603 5.5485 0.8 -1.0 0.7
H -0.7463 2.1183 2.5485 0.1 0.6 -1.4
H -1.5243 0.8313 3.3165 -3.5 -1.5 -0.2
H 0.1357 -0.1047 4.1525 -0.1 -1.7 2.5
H 1.0617 1.3693 3.9665 1.3 -1.7 -1.2
H 0.6057 0.2513 1.3475 0.3 1.0 -2.1
H -0.3303 -0.9347 2.2775 2.1 0.1 -0.7
H 2.7867 -2.8617 3.4245 -0.4 1.9 -1.1
H 1.5317 -2.1317 4.3245 0.3 1.1 -2.5
H 4.1397 -1.3517 4.6465 -1.0 0.1 0.3
H 2.7517 -0.2037 5.1065 0.5 -1.4 -1.3
H 4.8877 -0.0447 3.2995 -0.4 0.2 -1.5
H 3.6697 1.2853 3.3225 -0.1 -2.8 -0.4
H 3.7967 -1.0627 1.3725 -0.2 0.3 -0.9
H 2.6037 0.5113 1.3655 1.9 -1.4 -0.4
H 0.9107 -3.2887 1.4005 1.1 2.9 0.9
H 2.6067 -2.7587 1.2445 0.7 -0.7 -1.0
H 2.1347 -1.3987 -0.7825 -1.5 0.5 1.7
H 0.3187 -1.0847 -0.2675 1.3 -0.8 0.6
H -0.1093 -3.2557 -0.8985 -0.2 -1.0 -0.4
H 1.6367 -3.7197 -1.2235 0.1 -0.3 0.0
H 0.7977 -2.4027 -2.1345 0.0 -0.7 -0.3
O 0.9987 2.1043 -0.4295 -3.1 -1.6 -0.5
C 0.1107 1.5203 -1.0835 5.7 3.8 2.5
O -1.0153 1.1383 -0.6955 -2.3 0.0 1.5
B -1.6393 0.4193 -1.7655 -0.9 -0.8 -2.0
O -0.5613 0.3743 -2.8595 -3.7 -0.4 0.7
C 0.4267 1.0513 -2.4155 1.7 -2.2 -1.7
O 1.5067 0.8993 -2.8995 1.5 1.3 -0.3
O -2.9103 0.9743 -2.2435 1.7 2.6 -0.3
C -3.8283 0.0913 -2.1535 -2.9 -1.2 -0.7
O -5.0063 0.1353 -2.3515 -0.1 1.0 -0.1
C -3.2303 -1.1367 -1.6345 -3.3 -3.5 2.2
O -2.0293 -0.9087 -1.3405 4.1 -0.2 0.6
O -3.8463 -2.1297 -1.2425 1.1 1.4 -1.1
O 4.2437 0.8073 -2.2405 0.1 -3.7 0.3
H 3.3807 1.0373 -2.6215 0.1 -0.1 0.1
H 4.2527 -0.2587 -2.2335 -0.1 3.9 -0.2
O -1.4023 -0.7327 -5.2015 -1.7 0.3 -1.2
H -1.1203 -0.2877 -4.4045 0.0 0.3 0.1
H -2.2703 -0.3257 -5.4945 1.6 -0.7 0.7
O -1.5673 4.4853 0.2015 1.1 -2.7 2.6
H -2.0703 3.6703 0.0955 0.5 -0.9 0.9
H -2.0363 4.8823 -0.4465 -1.8 3.5 -3.5
O 3.3897 3.1633 -0.2065 -3.3 -1.8 0.4
H 2.5347 2.5453 -0.2925 2.1 2.5 0.3
H 3.9207 2.4643 -0.5375 2.0 -0.7 -0.8
O -6.2743 -3.5547 -1.1485 2.1 1.7 -1.6
H -5.4803 -2.9577 -1.4785 -2.3 -1.7 1.0
H -6.1123 -3.6037 -0.2135 0.1 0.0 0.6
O 1.9547 -0.1247 -5.6805 0.6 -0.3 -0.1
H 1.2397 0.2883 -6.1755 -0.2 -0.1 0.6
H 1.8467 -0.0297 -4.7225 -0.5 0.4 -0.6
O 1.0817 5.1953 -0.3375 5.9 2.3 -2.4
H 0.3437 4.8813 -0.0225 -7.1 -1.9 2.7
H 1.5817 4.3903 -0.2525 1.4 -0.1 -0.3
O -2.6553 -4.3957 -2.3345 0.4 -0.2 -0.1
H -2.6653 -3.5047 -1.9045 -0.6 -1.9 0.2
H -2.9143 -5.1737 -1.7865 0.2 1.7 -0.2
O -6.6093 0.5513 -4.5595 1.2 1.4 3.2
H -6.3673 0.8033 -3.5695 -0.2 -0.7 -3.2
H -7.4293 0.1213 -4.3775 -1.1 -0.7 -0.3



# 7
8
Properties=species:S:1:pos:R:3:forces:R:3 method="wB97M-V/def2-TZVPD" orbital_gap_ev="7.87 / 6.29" charge=0 e_homo_ev="-8.646 / -8.102" de_lowest_kj_mol=292.9 largest_force_ev_per_a=3.28
C 0.3590 0.0255 -0.0663 -2.4 -0.1 0.0
C 1.2516 -0.8933 -0.0534 2.1 -1.8 0.3
C -0.8639 0.8267 -0.0287 -0.1 1.7 2.8
S -2.3076 -0.3216 0.1643 1.4 -0.4 0.0
H 1.1578 -2.0635 0.0334 -0.2 2.5 -0.2
H 2.3461 -0.5379 -0.0623 -1.6 -0.5 -0.1
H -0.8520 1.5806 0.9288 0.2 -1.8 -2.4
H -1.0909 1.3835 -0.9158 0.5 0.4 -0.5



# 8
11
Properties=species:S:1:pos:R:3:forces:R:3 method="wB97M-V/def2-TZVPD" orbital_gap_ev=7.19 charge=-2 e_homo_ev=-0.148 de_lowest_kj_mol=173.6 largest_force_ev_per_a=2.58
C -0.7416 -1.2281 0.4688 -1.3 -1.0 1.1
N -0.0241 -1.4284 1.7789 1.2 1.9 0.7
N -0.9962 -0.6122 -0.6140 1.8 0.6 0.6
N 1.1743 1.3797 -0.2648 -2.3 -0.1 -1.2
O -0.3644 -0.7219 2.8004 0.1 -0.7 -1.8
O 0.7324 0.0202 -2.5142 0.4 -0.5 -0.2
O -1.3117 -2.2917 1.0044 -0.7 0.2 -1.2
O -0.9823 1.7510 -1.7134 -0.7 0.8 0.1
P -0.0442 0.6497 -1.4144 0.9 -0.5 1.2
H 0.5615 1.6422 0.5148 1.0 -0.2 0.2
H 1.9963 0.8396 -0.0465 -0.4 -0.4 0.4